Record 1
{
  "formula": "C8H11O5S",
  "method": "wB97M-V/def2-TZVPD",
  "species": ["S", "C", "O", "H", "H", "H", "H", "C", "O", "H", "H", "O", "H", "C", "O", "C", "C", "H", "H", "C", "H", "C", "H", "O", "C"],
  "positions_angstrom": [[0.25214, -1.73521, -0.63620], [2.07763, 0.84866, 1.72078], [-0.49241, -1.90643, 0.63029], [-1.78055, -1.46505, -2.83793], [1.36948, 0.47446, -1.94517], [2.28668, 1.71418, 1.13583], [0.13611, 1.37759, -2.75264], [-0.46648, 0.57527, 1.21059], [0.05187, 0.73131, -0.02625], [-0.80378, 0.81290, 3.71256], [-2.37180, 0.56994, -0.61274], [-1.57468, 0.31041, 1.56107], [2.87105, 0.73129, 2.56222], [-1.88773, -0.07160, -1.33703], [0.00732, -2.74412, -1.67117], [-2.37455, -0.85340, -2.26325], [0.26431, 0.93359, 3.49805], [0.97010, 1.10708, 4.26667], [-3.50524, -0.94997, -2.34519], [0.62229, 0.77926, 2.21513], [0.36567, -0.33036, -3.14008], [0.38688, 0.41283, -2.33356], [2.31990, 0.03877, 1.05783], [1.71234, -1.37751, -0.53201], [-0.43655, 0.01613, -1.13779]],
  "forces_ev_per_angstrom": [[1.3, 0.9, 0.2], [0.6, -1.0, 2.0], [1.3, -0.6, -1.1], [1.2, -1.3, -1.2], [1.2, 0.0, 0.0], [0.0, 1.0, -0.2], [-0.4, 0.4, 0.0], [1.1, -0.3, 0.9], [-0.8, 1.0, 0.1], [0.5, 0.2, 0.2], [-0.9, -0.3, -0.3], [-1.1, 0.5, -0.6], [-1.6, 0.6, -1.0], [0.8, 1.2, 1.0], [-0.2, 0.7, 0.5], [-4.1, 0.7, 0.7], [-1.0, -0.5, -1.6], [0.6, 0.1, 0.7], [1.6, 0.1, -0.1], [1.6, 0.7, 0.7], [-0.2, 0.1, 0.4], [-0.2, 0.1, -0.3], [-0.4, -0.6, -0.4], [-2.0, -1.0, 0.3], [1.2, -2.5, -0.6]],
  "charge": -1,
  "homo_lumo_gap_ev": 8.7,
  "multiplicity": 1,
  "smiles": "C=C[C@@](C)(OC(=O)C(=C)C)S(=O)(=O)[O-]"
}

Record 2
{
  "formula": "C8H12",
  "method": "wB97M-V/def2-TZVPD",
  "species": ["H", "H", "C", "C", "H", "H", "C", "C", "H", "C", "C", "C", "H", "H", "H", "C", "H", "H", "H", "H"],
  "positions_angstrom": [[-2.18320, 1.42306, -1.45885], [2.70669, -0.09875, 0.36104], [-2.18306, -0.92687, 0.02553], [-0.04342, 0.00544, 1.27189], [-2.46829, -0.72978, 1.04871], [0.66380, 0.85944, 3.14315], [2.62289, -0.54705, -0.62769], [-1.02080, 0.01035, -0.35545], [-1.84368, -1.96992, -0.09382], [-1.17964, 1.02306, -1.45471], [0.30256, -0.38649, 0.05213], [0.53567, 1.11957, 2.09022], [1.58056, 1.43419, 1.89635], [-0.87536, 0.49598, -2.35697], [3.45731, -0.91609, -1.20997], [1.32505, -0.69202, -0.95645], [0.94338, -1.09472, -1.89153], [-0.61400, 1.96000, -1.27652], [-0.07546, 2.02318, 2.06686], [-2.96668, -0.94516, -0.73840]],
  "forces_ev_per_angstrom": [[-0.6, -0.4, -0.5], [0.9, -0.2, -0.2], [0.6, -0.5, -1.3], [-0.3, 2.1, -2.3], [-0.7, -0.2, -0.2], [-0.7, -0.2, 0.2], [-1.5, -0.3, 0.1], [-0.3, -1.1, 3.1], [0.2, 0.2, 0.6], [0.3, 0.7, 1.2], [-0.2, -0.3, -1.7], [1.3, -0.2, 1.1], [-0.3, -0.2, -0.8], [-0.2, 0.5, -0.5], [0.0, 0.4, 0.0], [1.4, 0.0, 1.0], [0.3, 0.0, 0.0], [0.4, -0.8, -0.3], [-0.2, -0.2, -0.1], [-0.4, 0.7, 0.4]],
  "homo_lumo_gap_ev": 8.3,
  "multiplicity": 1,
  "smiles": "C=CC1=C(C)C1(C)C"
}

Record 3
{
  "formula": "C8H12",
  "method": "wB97M-V/def2-TZVPD",
  "species": ["H", "H", "C", "C", "H", "H", "H", "C", "H", "C", "C", "H", "H", "C", "H", "H", "C", "C", "H", "H"],
  "positions_angstrom": [[-0.56358, -0.40297, 1.56254], [2.49206, 0.80212, -1.48715], [0.56553, -0.13916, -0.23452], [4.18891, 0.44913, -0.18242], [-3.35571, -0.16749, -1.73238], [4.50991, 0.15093, 0.80731], [-1.56250, -0.64565, -1.95906], [-2.37354, -0.30207, -1.32600], [-2.94014, 1.54826, 1.08457], [1.80042, -0.10025, 0.26079], [-3.00296, 0.43944, 0.96295], [1.98018, -0.40318, 1.31503], [-2.67055, 0.06818, 1.94181], [2.89848, 0.48698, -0.53083], [-0.60122, -1.68249, 0.53402], [0.46138, -0.32642, -1.30767], [-2.02338, -0.14178, -0.04791], [-0.70336, -0.56848, 0.49210], [-4.04430, 0.23003, 0.76710], [4.94437, 0.70487, -0.92028]],
  "forces_ev_per_angstrom": [[-0.3, 0.8, 0.0], [0.7, 0.2, -0.2], [-1.0, -1.6, -0.4], [-0.4, 0.3, -0.7], [-0.2, 0.3, 0.0], [0.0, -0.2, -0.1], [-0.4, -0.2, -0.5], [1.5, -0.4, 0.6], [0.2, -0.7, -0.4], [0.3, 1.0, 1.1], [1.1, 0.5, 0.7], [-0.1, 0.6, -0.6], [-0.7, -0.1, 0.0], [-0.3, -1.7, 0.4], [-0.6, 0.4, -0.5], [0.1, 1.3, -0.1], [-1.6, 0.7, -0.2], [2.1, -1.3, 0.8], [-0.2, -0.3, -0.1], [0.0, 0.3, 0.3]],
  "homo_lumo_gap_ev": 9.5,
  "multiplicity": 1,
  "smiles": "C=C/C=C/CC(=C)C"
}

Record 4
{
  "formula": "C8H12AgF12NO13S4",
  "method": "wB97M-V/def2-TZVPD",
  "species": ["C", "C", "F", "F", "S", "H", "H", "H", "O", "O", "F", "H", "F", "C", "O", "F", "S", "F", "O", "O", "H", "O", "C", "Ag", "O", "O", "O", "C", "H", "H", "N", "H", "O", "S", "S", "F", "O", "F", "C", "C", "F", "F", "O", "F", "O", "H", "H", "C", "H", "H", "F"],
  "positions_angstrom": [[0.54910, -3.68567, -4.19686], [-1.07819, 2.03870, 0.74420], [2.29990, -3.79427, 3.13770], [-4.20648, -0.27677, -0.84551], [1.22493, -2.48351, -3.07552], [-1.28918, 0.83898, 3.22145], [-2.10069, 2.41222, 0.85751], [-1.82066, -0.67947, 2.42176], [3.92924, 1.24992, -1.50553], [-2.12227, -2.18909, -0.88259], [-5.84762, -1.80285, -0.64697], [0.53521, 4.65591, 0.27573], [2.89162, 3.17731, -3.24073], [-0.23338, 4.38583, 1.02772], [-3.87679, -3.91898, -0.50759], [1.47847, 1.56794, -3.51139], [2.57871, 1.65363, -1.23780], [-4.51638, -1.74467, -2.39039], [2.49726, -2.20129, -3.64197], [-3.49304, -2.15394, 1.18744], [1.67829, 2.29555, 0.83909], [1.11066, -3.14370, -1.76231], [1.91595, 2.47535, -2.68175], [-0.19878, -1.04159, -0.46230], [0.18871, -1.36804, -3.07242], [2.58814, 2.80736, -0.24610], [-0.98539, 0.67838, 1.13870], [-4.58101, -1.52609, -1.08095], [-0.46717, 2.99455, 2.64158], [-2.78352, 0.80702, 2.20446], [1.01826, 2.19522, 1.67528], [-0.82226, 2.15036, -0.30925], [1.28608, -2.02234, 1.20454], [2.14918, -1.43423, 2.21893], [-3.38988, -2.57733, -0.21888], [1.19332, -4.81793, -3.95676], [1.66556, -0.12685, 2.86776], [0.97218, 3.34225, -2.27582], [-0.19684, 2.91697, 1.56962], [-1.77527, 0.41270, 2.31981], [0.80101, -3.26970, -5.44462], [2.90686, -2.21066, 4.52578], [1.59284, 0.62890, -1.03609], [0.78807, -2.66167, 3.99220], [3.55366, -1.38748, 1.92444], [0.90973, 1.17862, 1.79181], [-0.14586, 5.09305, 1.86403], [2.02339, -2.59165, 3.56396], [-1.20388, 4.50039, 0.54731], [1.57027, 2.55040, 2.45170], [-0.76206, -3.89772, -3.98440]],
  "forces_ev_per_angstrom": [[-0.4, 0.5, 0.8], [-1.3, -0.3, 0.0], [1.1, -1.4, -0.1], [-1.0, 1.0, 0.0], [-4.0, 2.7, 3.7], [-0.2, -0.1, -0.4], [-0.2, -0.2, -0.1], [0.0, 0.4, -0.1], [-0.4, -0.1, -0.4], [-1.7, -0.6, 0.7], [0.6, 1.0, -0.5], [-0.3, -0.5, 0.4], [0.2, 0.7, -0.9], [0.9, -0.5, 0.0], [0.4, 0.8, 0.1], [-0.8, 0.2, -0.8], [1.9, 1.0, 1.6], [-0.5, 0.2, -0.3], [1.2, 0.2, -0.3], [0.0, -0.2, -1.2], [-0.1, 0.5, -0.2], [1.0, 0.1, -1.3], [0.9, -0.1, 0.9], [0.4, -0.5, -0.6], [2.1, -1.5, -0.8], [-0.5, -1.5, -0.9], [-0.8, 0.7, 0.3], [0.5, -1.2, 0.4], [-0.9, -0.1, -0.6], [-0.1, 0.0, -0.1], [3.0, 0.3, -0.1], [0.3, -0.3, -0.1], [0.1, 0.6, 0.8], [-0.4, 3.3, -0.4], [1.3, -0.9, 0.9], [0.2, -1.1, -0.7], [0.4, -2.6, -1.4], [-0.7, -0.1, -0.7], [-1.0, 1.4, 0.9], [0.8, -0.5, 0.1], [-0.7, -0.6, -0.5], [-0.8, -0.6, 0.2], [-0.4, 0.1, 0.9], [-1.1, 0.4, 1.4], [0.1, -0.2, -0.1], [-0.2, -0.4, 0.6], [-0.1, -0.1, -0.3], [0.5, 0.7, -0.3], [-0.1, 0.2, 0.1], [0.1, -0.4, 0.1], [0.5, 0.0, -0.8]],
  "charge": -2,
  "homo_lumo_gap_ev": 7.5,
  "multiplicity": 1
}

Record 5
{
  "formula": "C8H12AgI3O6",
  "method": "wB97M-V/def2-TZVPD",
  "species": ["I", "H", "C", "H", "O", "C", "C", "O", "C", "C", "Ag", "C", "H", "H", "H", "H", "H", "H", "C", "O", "I", "H", "H", "C", "O", "H", "I", "O", "O", "H"],
  "positions_angstrom": [[-11.70384, -17.60097, -2.91095], [-4.66024, -17.23375, -1.67521], [-7.72320, -13.36277, -4.10601], [-5.54152, -13.90232, -1.23129], [-8.69831, -13.96288, -4.54148], [-6.98022, -17.17543, -3.34641], [-6.31904, -12.41687, -2.55833], [-8.12178, -16.87841, -3.42869], [-5.81119, -12.20701, -4.00457], [-5.23920, -12.90360, -1.54637], [-10.26836, -15.59400, -4.38292], [-4.30630, -19.07208, -4.29753], [-3.35435, -19.26466, -3.80276], [-4.00198, -16.60797, -3.33107], [-4.26051, -18.57905, -5.26858], [-4.67764, -20.08654, -4.44272], [-4.22414, -12.87209, -1.94230], [-5.20609, -18.98398, -2.37647], [-5.14912, -18.38439, -3.28496], [-7.34337, -13.36552, -2.80963], [-12.07367, -13.23802, -4.63046], [-5.23560, -12.24282, -0.67950], [-4.96617, -12.82927, -4.29924], [-4.78967, -17.08401, -2.74709], [-5.97137, -16.39340, -2.94350], [-6.70093, -11.42446, -2.31879], [-9.78406, -16.58409, -7.14157], [-6.84627, -12.72773, -4.79871], [-6.43963, -18.23483, -3.80533], [-5.75428, -11.16052, -4.30413]],
  "forces_ev_per_angstrom": [[0.2, 0.7, -0.3], [0.9, 0.8, 0.0], [-2.7, -2.7, 0.5], [0.3, 0.0, 0.0], [2.6, 2.0, 0.9], [-1.1, 2.0, -0.7], [1.5, 0.4, -1.3], [-0.2, 0.4, 0.5], [0.3, -0.2, -0.2], [-1.2, 0.5, -0.2], [-0.9, -0.7, -0.3], [0.5, -1.0, 0.4], [0.5, 0.4, -0.5], [0.3, 0.3, 0.6], [0.2, 0.2, 0.2], [-0.3, 0.1, -0.2], [-0.2, -0.3, -0.3], [-0.3, -0.9, -0.3], [0.0, -3.0, -0.2], [-0.8, -0.1, 1.4], [0.2, -0.5, 0.3], [-0.1, -0.1, 0.1], [0.6, 0.5, 0.4], [0.4, 1.1, -0.1], [-0.8, 3.5, 1.5], [-0.6, -0.3, 0.7], [0.1, 0.1, 0.4], [0.0, 1.0, -2.3], [0.0, -3.7, -1.2], [0.7, -0.1, 0.2]],
  "charge": -1,
  "homo_lumo_gap_ev": [6.0, 4.2],
  "multiplicity": 2
}

Record 6
{
  "formula": "C8H12AlBr3Cl4F4LiMg2N2O8S",
  "method": "wB97M-V/def2-TZVPD",
  "species": ["O", "S", "Mg", "O", "O", "Br", "C", "N", "H", "H", "H", "F", "C", "Al", "H", "C", "H", "Cl", "H", "Mg", "H", "Cl", "H", "Cl", "O", "F", "H", "O", "C", "Br", "Br", "O", "Cl", "H", "C", "F", "H", "Li", "F", "N", "C", "O", "C", "C", "O", "H"],
  "positions_angstrom": [[0.88418, 0.64065, -8.20814], [-0.66991, -2.74615, 4.81011], [-0.11260, -0.22059, 5.34205], [2.57343, -0.12739, 2.24355], [-0.44526, 2.23548, -7.43684], [-0.41055, -0.45932, -9.23454], [2.49529, 0.80334, 1.21535], [1.66632, 0.37897, 0.12643], [-0.10892, 0.54514, 2.34699], [-0.19182, 0.68696, -0.65858], [2.66313, -0.64562, -2.66977], [-2.44882, -4.50461, 4.78881], [-0.41207, 0.14141, 1.36716], [2.14987, 4.94868, -10.59209], [2.20360, 1.85699, -1.32091], [-0.20246, -1.35130, 1.32034], [-0.42595, -1.77364, 0.35676], [-3.13396, 2.69735, 2.70299], [-0.87925, -1.81168, 2.02075], [1.86559, -1.89016, -4.52093], [1.03186, -0.73204, -1.97686], [0.18016, 2.64796, 0.54045], [-4.39838, 4.32737, 1.59756], [-2.22606, 5.16906, 1.46686], [-1.56954, -1.74668, 4.20236], [-0.96049, -4.81541, 6.32699], [0.78815, -1.60902, 1.65191], [1.12180, 1.38296, -6.19239], [0.32452, 0.87552, 0.26844], [3.39898, -1.66515, 1.65296], [-2.94457, -0.16063, 0.06222], [0.11334, -3.49209, 3.90073], [-3.46846, 3.09509, -0.15925], [3.35672, 0.60252, -1.00773], [1.81593, -0.06962, -2.31736], [-3.34531, -6.03043, 3.36941], [-1.58835, 0.37449, 1.32131], [1.45566, 3.15765, -8.13083], [-2.47360, -3.31507, 6.59385], [0.49275, 1.44968, -7.23485], [2.30479, 0.79576, -1.14072], [0.14879, -2.03438, 5.86612], [-3.42762, 3.88634, 1.41932], [-1.71829, -3.94863, 5.70962], [3.05204, 1.86565, 1.31732], [1.47536, 0.58460, -3.10695]],
  "forces_ev_per_angstrom": [[0.6, -0.6, -0.8], [0.3, -1.1, -0.6], [-0.8, -1.2, -0.4], [0.1, 0.2, -0.2], [0.7, 0.1, -0.6], [0.1, 0.5, 0.5], [0.7, 1.1, 0.5], [0.8, 0.9, 0.0], [-0.4, 0.2, 0.0], [-0.1, -0.1, -0.4], [0.2, -0.2, -0.1], [-0.2, -0.1, -0.1], [0.2, -0.6, 0.1], [0.1, 0.5, -0.7], [-0.2, 0.3, 0.0], [-0.7, 0.2, 0.5], [0.2, -0.1, -0.5], [0.0, -0.1, 0.1], [-0.3, -0.3, 0.1], [-0.2, -0.2, -0.5], [-0.3, -0.2, -0.1], [0.0, 0.1, -0.1], [-0.1, 0.0, 0.1], [0.0, 0.0, 0.0], [0.6, 1.7, 0.9], [0.4, -0.2, 0.1], [0.3, -0.1, -0.1], [0.2, -0.2, -0.5], [-0.6, -0.2, 0.2], [0.0, 0.0, 0.2], [0.0, -0.3, 0.2], [0.4, -0.1, -0.2], [0.0, 0.4, 0.1], [0.4, 0.1, 0.1], [0.2, 0.9, 0.7], [-0.1, -0.1, -0.3], [0.6, 0.1, -0.2], [-0.6, -0.4, 0.7], [-0.1, 0.3, 0.1], [-1.2, 0.0, 1.4], [0.1, -0.6, 0.1], [0.1, 1.0, 0.2], [0.1, 0.1, -0.2], [-0.4, 0.1, 0.4], [-0.7, -1.6, -0.2], [-0.3, -0.1, -0.4]],
  "charge": 3,
  "homo_lumo_gap_ev": 1.7,
  "multiplicity": 1
}

> Which formula does entry 3 have?

C8H12